109
Properties=species:S:1:pos:R:3:forces:R:3 method="wB97M-V/def2-TZVPD" homo_energy_ev="-5.9398 / -5.9188" total_charge=0 gap_ev="6.0 / 6.0" spin_multiplicity=1
Ti -0.861689 -0.440506 0.175355 0.42 0.05 -0.14
C 0.889203 -1.510538 -2.967968 0.03 0.02 0.00
P 1.134740 -1.807333 -1.184001 -0.02 -0.01 0.40
C 0.898290 -3.619110 -1.122418 0.01 -0.02 -0.06
C 2.977054 -1.750553 -1.078845 0.06 0.12 -0.10
C 3.609639 -2.301336 0.200994 0.02 0.02 0.03
P 2.659986 -1.942530 1.739677 0.00 -0.09 0.01
C 3.794424 -2.730193 2.952051 0.06 0.03 0.01
C 3.096334 -0.175123 1.990989 0.00 0.05 -0.01
H 1.633157 -2.061178 -3.547986 -0.02 -0.01 -0.02
H 0.943991 -0.446932 -3.202610 0.01 0.01 0.02
H -0.110446 -1.854611 -3.231927 0.00 0.01 -0.01
H 1.641061 -4.099682 -1.763897 -0.02 -0.01 -0.01
H -0.100105 -3.870794 -1.477258 -0.01 0.01 0.02
H 1.007369 -3.994716 -0.106045 0.02 0.01 0.00
H 3.270435 -0.707779 -1.217226 -0.02 0.02 0.03
H 3.354785 -2.304986 -1.944030 0.02 0.03 0.00
H 4.626652 -1.905498 0.297985 0.02 -0.06 0.02
H 3.696816 -3.390242 0.149590 -0.06 0.00 -0.04
H 4.800672 -2.304756 2.920199 0.00 0.00 -0.02
H 3.859557 -3.798882 2.743373 -0.02 0.00 0.01
H 3.393712 -2.613139 3.959445 0.01 0.01 0.00
H 4.154021 0.016436 1.789232 0.01 -0.02 0.02
H 2.879269 0.106448 3.024001 -0.04 0.01 -0.01
H 2.491663 0.447684 1.328450 0.01 0.00 -0.02
C -3.263961 -5.239292 1.426610 0.00 -0.01 0.02
C -2.074754 -4.625151 1.794132 0.01 0.02 -0.01
C -1.589015 -3.555542 1.058936 0.00 -0.04 0.00
C -2.295247 -3.074983 -0.044160 0.07 0.01 -0.06
C -3.488280 -3.694807 -0.417521 0.02 -0.02 0.08
C -3.959000 -4.770244 0.318595 -0.02 0.00 -0.02
N -1.821589 -1.923065 -0.700150 -0.37 0.13 -0.11
N -2.314680 -1.747257 -1.952153 0.17 0.04 0.05
C -2.090796 -0.493332 -2.337849 -0.28 0.15 -0.10
C -2.519361 -0.091424 -3.644423 0.02 -0.06 0.06
C -2.409637 1.204407 -4.034284 0.01 0.04 0.04
C -1.856819 2.180738 -3.155107 -0.01 -0.02 -0.05
C -1.409357 1.809962 -1.921156 0.10 0.00 0.06
C -1.484446 0.466063 -1.451694 0.03 -0.25 -0.04
H -3.646758 -6.073763 1.999419 0.00 0.00 0.00
H -1.517148 -4.979757 2.652321 -0.01 0.00 0.01
H -0.643490 -3.100230 1.343737 0.00 0.01 -0.02
H -4.033725 -3.304945 -1.263956 0.01 0.00 -0.01
H -4.890177 -5.241605 0.029282 0.00 0.00 0.00
H -2.951467 -0.847596 -4.289288 -0.01 0.02 -0.01
H -2.753523 1.508008 -5.015703 0.00 -0.01 -0.01
H -1.779696 3.210750 -3.482569 0.00 0.01 0.01
H -0.949558 2.561788 -1.286272 0.00 0.01 -0.02
C 6.120843 2.075548 -4.486693 0.00 -0.02 0.01
Si 4.992337 0.991004 -3.452163 0.01 -0.02 -0.01
C 5.732730 0.835537 -1.724207 -0.03 -0.01 -0.01
C 4.869744 -0.710023 -4.247662 0.01 0.01 0.02
C 3.264214 1.766295 -3.478129 0.11 0.01 -0.03
Te 2.254883 2.046007 -1.613650 -0.15 0.19 -0.02
C 3.533652 3.647404 -0.967991 0.07 0.00 -0.02
Si 3.119203 5.332545 -1.695128 0.02 0.01 0.00
C 4.146634 6.616580 -0.789278 0.03 -0.04 0.00
C 1.304371 5.730314 -1.461232 0.01 -0.01 -0.01
C 3.536892 5.380802 -3.522387 -0.02 0.02 0.00
H 7.091042 1.598184 -4.642629 0.01 0.01 0.01
H 6.299008 3.037362 -3.999261 -0.01 0.00 0.00
H 5.685067 2.274241 -5.468325 0.00 -0.01 -0.01
H 6.152545 -0.163101 -1.584205 0.02 0.00 0.00
H 4.994881 0.995060 -0.934690 -0.01 -0.02 0.00
H 6.541582 1.554900 -1.578975 0.00 0.01 0.00
H 5.614586 -1.397552 -3.841934 0.02 0.00 -0.02
H 5.031635 -0.645038 -5.325753 -0.03 0.01 -0.01
H 3.885138 -1.154603 -4.090713 0.00 -0.01 0.03
H 2.598797 1.132376 -4.069310 -0.02 0.00 0.02
H 3.275674 2.737705 -3.971442 0.01 -0.03 0.00
H 4.556296 3.348732 -1.212246 0.01 0.02 0.02
H 3.479392 3.676083 0.123987 -0.05 -0.03 0.00
H 3.861545 6.680294 0.263528 0.00 0.00 0.00
H 4.016470 7.607441 -1.229541 -0.01 0.00 0.00
H 5.210860 6.373253 -0.828617 0.00 0.01 -0.01
H 0.990633 5.564388 -0.428874 0.01 0.02 0.04
H 0.675517 5.112516 -2.104804 0.00 -0.01 0.01
H 1.110566 6.779567 -1.695621 0.00 0.00 -0.02
H 4.498011 4.910140 -3.740751 0.01 0.01 0.02
H 3.594304 6.418295 -3.860185 -0.01 0.00 -0.01
H 2.771522 4.884007 -4.122263 0.00 -0.01 0.01
C 0.454247 3.706607 1.905863 0.01 0.00 -0.01
S -0.079294 2.049471 2.324575 -0.05 0.22 -0.18
O 0.082663 1.325460 0.989183 -0.22 -0.33 -0.03
C -1.809913 2.392058 2.532681 0.07 0.07 0.11
C -2.599811 2.769934 1.456248 -0.02 -0.01 0.02
C -3.949715 2.985765 1.671279 0.00 0.01 -0.02
C -4.490102 2.822714 2.941837 -0.02 -0.01 0.00
C -3.686645 2.448107 4.008744 0.04 -0.01 0.01
C -2.330529 2.228773 3.807404 -0.05 -0.05 -0.03
H 0.012935 3.961424 0.943473 -0.01 0.02 -0.01
H 1.541613 3.714317 1.848666 0.00 -0.03 -0.03
H 0.108264 4.386363 2.682929 0.03 0.00 0.01
H -2.187226 2.836716 0.458092 0.01 -0.01 -0.01
H -4.586217 3.249351 0.837690 0.00 0.00 0.00
H -5.551352 2.968534 3.095575 0.00 0.00 0.00
H -4.114737 2.302796 4.991737 -0.01 -0.01 0.00
H -1.696323 1.894028 4.619872 0.01 0.00 0.00
Cl -4.490878 0.017647 -0.024689 0.02 -0.02 0.01
C -3.853009 -0.459757 1.514036 -0.08 0.11 -0.02
C -2.473238 -0.506034 1.694160 0.11 -0.28 0.03
C -2.070436 -0.948283 2.938081 0.11 0.17 0.24
Cl -0.328328 -1.034688 3.217881 -0.14 -0.12 -0.08
C -2.913194 -1.292387 3.986946 -0.10 -0.01 -0.06
Cl -2.298687 -1.806539 5.511877 0.01 0.00 0.01
C -4.283636 -1.199115 3.770450 0.04 0.00 0.01
Cl -5.381830 -1.577300 5.040773 -0.01 0.00 0.00
C -4.757104 -0.780861 2.525660 0.03 -0.01 0.05
Cl -6.456399 -0.664639 2.270138 -0.01 0.02 -0.01



107
Properties=species:S:1:pos:R:3:forces:R:3 method="wB97M-V/def2-TZVPD" homo_energy_ev="-6.0945 / -7.5223" total_charge=0 gap_ev="5.7 / 4.8" spin_multiplicity=5
Pt 0.182179 0.394389 1.263193 0.35 -0.06 -1.62
C -1.716418 -1.628857 3.811441 0.21 0.06 0.27
Si -1.516063 -0.919040 2.088775 -0.05 -0.10 -0.51
C -1.508505 -2.432468 0.953564 -0.22 -0.15 0.12
C -2.648935 -3.234283 0.814659 0.09 0.00 0.00
C -2.632743 -4.379551 0.037497 0.01 0.02 -0.04
C -1.463820 -4.746919 -0.619167 -0.01 0.03 0.01
C -0.330440 -3.961705 -0.496841 0.02 -0.02 0.03
C -0.345864 -2.803505 0.287086 0.10 -0.03 -0.27
P 1.139812 -1.737787 0.477140 -0.39 -0.15 0.68
C 1.943150 -1.960172 -1.195579 0.19 0.45 -0.01
C 2.856351 -3.180099 -1.387216 -0.19 -0.10 -0.18
C 2.934102 -3.495426 -2.892935 -0.02 0.08 0.04
C 2.910099 -2.214766 -3.744331 0.06 -0.03 0.02
C 3.549453 -1.069103 -2.969843 -0.06 -0.04 0.04
C 2.753435 -0.744855 -1.686894 0.10 -0.16 -0.03
C 2.137348 -2.837413 1.603425 0.19 0.08 0.05
C 3.613279 -2.382347 1.744169 -0.04 0.04 0.01
C 4.139879 -2.598726 3.161752 -0.02 0.04 0.00
C 3.346156 -1.783795 4.185203 -0.04 -0.06 -0.02
C 1.831706 -1.836467 3.899248 0.12 -0.14 -0.07
C 1.479261 -3.006676 2.981720 0.03 0.21 -0.04
C -3.162301 -0.060629 1.752398 -0.13 0.00 0.23
C -4.365684 -0.527172 2.294984 -0.01 0.02 -0.04
C -5.561437 0.142560 2.089448 0.02 -0.01 0.00
C -5.572487 1.311422 1.341549 0.04 0.01 0.00
C -4.389716 1.790767 0.802038 -0.05 0.00 0.02
C -3.188315 1.106856 0.996796 -0.11 0.28 -0.12
P -1.612105 1.693377 0.267576 -0.03 -0.86 0.19
C -1.836642 3.540872 0.340912 0.27 0.27 -0.07
C -0.530408 4.273849 0.680974 0.10 -0.10 -0.19
C 0.331882 4.578078 -0.540828 -0.19 0.12 0.03
C -0.448662 5.398921 -1.562175 0.03 -0.10 0.02
C -1.695040 4.634487 -1.995575 0.02 0.12 0.12
C -2.571443 4.277460 -0.798602 -0.02 -0.12 0.01
C -1.743951 0.897429 -1.413397 -0.05 0.49 -0.16
C -2.992333 1.199370 -2.251850 0.06 -0.22 0.04
C -3.037910 0.250513 -3.453356 0.03 0.13 -0.02
C -1.782422 0.389777 -4.310814 0.01 -0.10 0.07
C -0.529531 0.135134 -3.475920 -0.03 0.15 -0.02
C -0.483177 1.065868 -2.263260 -0.03 -0.26 -0.03
H -2.591563 -2.284343 3.800591 0.01 0.00 -0.03
H -1.875908 -0.862180 4.569899 -0.05 -0.03 0.01
H -0.867069 -2.232203 4.123982 -0.02 0.03 0.02
H -3.571240 -2.948703 1.308011 0.01 -0.01 0.01
H -3.527691 -4.980157 -0.067077 0.00 0.00 0.00
H -1.437480 -5.639513 -1.231568 -0.01 0.00 0.00
H 0.568179 -4.263896 -1.018178 -0.05 0.01 -0.02
H 1.071144 -2.069674 -1.848735 -0.03 -0.04 0.02
H 2.530568 -4.069771 -0.851002 0.06 0.01 0.02
H 3.846592 -2.927076 -1.007630 0.00 -0.02 0.00
H 2.096061 -4.138732 -3.174675 0.02 -0.04 0.00
H 3.851222 -4.054734 -3.089466 -0.01 -0.04 -0.01
H 1.881103 -1.948975 -4.004033 0.01 0.00 0.00
H 3.437470 -2.380790 -4.684916 -0.05 -0.01 -0.03
H 3.622811 -0.175323 -3.591058 0.03 0.01 0.02
H 4.572402 -1.354117 -2.708635 0.01 0.03 -0.02
H 2.091882 0.094676 -1.859378 -0.02 0.08 -0.02
H 3.455114 -0.452711 -0.908380 0.01 0.06 0.09
H 2.090209 -3.804521 1.097745 0.06 -0.04 0.05
H 3.710819 -1.323065 1.496842 0.01 0.06 0.00
H 4.240175 -2.935289 1.044475 -0.03 0.03 -0.03
H 5.193920 -2.318697 3.201820 0.01 -0.03 0.01
H 4.086135 -3.662368 3.412525 0.05 0.00 -0.01
H 3.682916 -0.744718 4.158750 0.00 0.00 0.01
H 3.557468 -2.162461 5.187793 0.00 0.03 0.01
H 1.530339 -0.919346 3.392527 -0.07 0.08 0.06
H 1.264947 -1.888893 4.830284 -0.01 0.01 0.01
H 0.401423 -3.109976 2.861907 -0.01 -0.07 0.01
H 1.831881 -3.942298 3.423760 -0.05 -0.03 -0.02
H -4.374928 -1.420523 2.908150 0.01 0.02 0.01
H -6.477576 -0.235755 2.525481 0.00 0.00 0.00
H -6.495905 1.854235 1.183154 0.01 -0.01 0.01
H -4.415920 2.711194 0.235523 0.00 -0.02 0.01
H -2.469279 3.599207 1.231215 -0.02 -0.02 0.03
H 0.051233 3.674555 1.374185 0.00 0.01 0.11
H -0.778862 5.205905 1.202245 -0.05 0.02 -0.05
H 0.667368 3.638907 -0.989689 0.02 0.04 0.02
H 1.226779 5.115134 -0.219175 0.04 -0.05 -0.03
H 0.173274 5.629064 -2.429513 0.01 0.02 0.01
H -0.745410 6.352287 -1.109617 0.01 0.02 -0.05
H -1.391144 3.726018 -2.516012 -0.01 0.02 -0.06
H -2.283539 5.226600 -2.700644 -0.01 -0.03 -0.02
H -3.444734 3.722432 -1.140143 -0.02 0.04 0.02
H -2.941808 5.211333 -0.360239 -0.03 -0.01 -0.01
H -1.789321 -0.155952 -1.104450 -0.03 -0.03 0.04
H -2.954215 2.228888 -2.615846 -0.04 -0.01 0.00
H -3.898234 1.080023 -1.655995 -0.01 0.05 -0.01
H -3.928174 0.454840 -4.052444 -0.02 -0.04 0.02
H -3.115785 -0.779676 -3.088204 -0.04 0.00 -0.03
H -1.736527 1.405738 -4.719588 -0.01 -0.02 -0.03
H -1.824472 -0.298588 -5.157751 0.01 0.02 -0.02
H 0.366528 0.281276 -4.085087 0.02 -0.05 0.02
H -0.526729 -0.906570 -3.131441 0.00 0.00 -0.02
H -0.390222 2.096539 -2.610187 0.02 0.02 0.01
H 0.393098 0.861723 -1.658252 0.05 0.04 0.06
Te -1.134610 1.975569 3.953074 0.03 0.55 0.20
Te -1.312780 4.336088 5.223839 -0.09 -0.19 -0.04
Te 1.746715 4.656954 4.336787 0.16 0.46 0.21
Te 1.433865 2.132840 3.114131 0.13 -0.57 0.41
F 3.196109 3.367796 -1.415478 0.06 -0.05 -0.01
C 3.789364 2.796466 -0.357831 -0.10 -0.10 0.05
F 4.018571 3.769430 0.546975 -0.01 0.01 -0.03
F 4.978401 2.332648 -0.764209 -0.03 0.00 -0.01
C 2.929789 1.675408 0.305747 -0.07 0.19 -0.32
O 1.714341 1.679588 -0.047679 -0.10 -0.22 0.63
O 3.519126 0.958876 1.105851 -0.10 0.03 0.13